The following is a quantum chemistry calculation of 13 unconnected molecules or ions with the total composition C63H147N5O29, from the OMol25 dataset.

```
244
Properties=species:S:1:pos:R:3:forces:R:3
C 18.70327 -8.73589 18.88697 0.58 -1.13 -0.69
O 17.48228 -8.14568 18.44819 1.26 -0.19 0.49
C 17.72861 -6.77286 18.25331 -1.80 0.59 0.73
C 16.38098 -6.00012 18.06683 0.71 0.92 0.80
O 15.31422 -5.99819 19.01886 1.05 -0.21 1.44
C 15.58020 -5.31161 20.32341 1.18 -1.20 -1.38
C 14.68234 -5.91465 21.38285 -0.54 0.99 -1.59
O 14.58196 -4.94574 22.38935 -0.70 -0.39 0.49
C 15.56766 -5.01707 23.36785 1.31 0.40 0.77
H 19.44428 -8.74192 18.08762 0.07 0.23 -0.43
H 18.61586 -9.79300 19.13791 -0.77 0.02 -0.03
H 19.24487 -8.30196 19.72749 -0.64 0.74 0.35
H 18.29903 -6.49544 17.36688 0.15 -0.51 -0.56
H 18.35673 -6.42264 19.07240 -0.32 0.43 0.40
H 15.96002 -6.30294 17.10808 -0.24 -0.23 0.07
H 16.68667 -4.95703 17.98548 0.27 0.30 -0.41
H 15.52943 -4.22947 20.20309 -0.85 0.03 -0.06
H 16.59047 -5.42320 20.71710 0.59 -0.46 -0.69
H 14.98782 -6.90450 21.72193 0.33 0.07 0.18
H 13.73544 -6.04235 20.85829 -0.49 0.05 0.56
H 16.50216 -4.50090 23.14792 0.05 0.63 -0.70
H 15.98382 -6.00662 23.55682 -0.80 -0.56 0.20
H 15.22563 -4.53292 24.28257 -0.33 -0.37 0.01
C 17.69914 -0.95040 8.06080 -1.07 -0.05 -0.41
O 17.96829 0.17727 8.89093 -0.92 -1.49 -0.50
C 18.27811 1.35631 8.18646 1.22 0.24 0.19
C 17.86475 2.53282 9.03575 0.03 0.74 0.65
O 17.82972 3.80978 8.41441 0.45 0.61 -0.50
C 19.03916 4.31719 7.80485 1.03 0.82 0.38
C 19.53728 5.87420 8.12234 -1.22 -2.59 1.06
O 19.92702 6.14328 9.48047 0.00 -0.05 -0.78
C 18.97958 5.90053 10.50863 -0.20 -0.38 -0.58
H 17.13962 -1.72790 8.58093 0.46 0.11 0.77
H 18.50769 -1.43718 7.51546 0.72 0.35 0.42
H 16.96686 -0.73844 7.28174 -0.05 0.72 -0.32
H 17.90617 1.41651 7.16365 -0.23 -0.24 -0.04
H 19.36735 1.37849 8.22082 0.27 0.15 -0.96
H 18.57718 2.54298 9.86064 0.02 0.16 0.37
H 16.87631 2.39074 9.47268 -0.05 -0.05 -0.15
H 18.92395 4.24958 6.72307 -0.20 0.31 -0.18
H 19.89387 3.67005 8.00183 0.03 -0.14 0.48
H 18.70909 6.47643 7.74882 0.05 0.55 0.31
H 20.44958 6.03788 7.54874 -0.23 -0.08 -0.15
H 18.03458 6.39073 10.27460 -0.15 0.11 0.13
H 19.36309 6.24418 11.46932 0.20 0.26 -0.29
H 18.79290 4.83099 10.60521 -0.11 -0.12 0.01
C 24.34783 -2.13351 18.41921 0.16 1.19 -0.28
O 25.59712 -1.45739 18.11639 -0.97 0.15 0.14
C 25.61150 -0.04913 18.44682 0.43 -0.18 -0.84
C 24.79124 0.90555 17.57247 -0.76 -0.98 0.49
O 25.48745 1.28092 16.37271 -0.23 -0.11 -0.09
C 25.53198 0.25695 15.37319 -1.85 -1.73 1.63
C 24.26535 0.13528 14.50705 1.92 0.94 -0.85
O 23.07289 -0.06345 15.17698 -1.61 -0.79 -0.11
C 21.90857 -0.17891 14.30845 -0.31 0.82 1.42
H 23.49291 -1.71911 17.88490 0.11 0.24 -0.53
H 24.04944 -1.97154 19.45498 0.38 -0.40 0.41
H 24.38412 -3.18409 18.13098 0.49 0.13 0.28
H 26.60093 0.33473 18.19827 0.50 -0.60 0.45
H 25.44450 0.08296 19.51582 -0.30 0.05 0.10
H 24.51724 1.76181 18.18878 0.78 0.60 -0.34
H 23.79523 0.49000 17.41957 0.01 -0.28 -0.79
H 25.51563 -0.72983 15.83592 0.39 -0.07 0.78
H 26.45393 0.19146 14.79543 -0.14 1.01 -0.20
H 24.49588 -0.76341 13.93493 -0.04 0.13 -0.81
H 24.26362 1.06008 13.93013 -0.53 -0.05 -0.69
H 21.10402 -0.63048 14.88887 0.25 -0.27 0.37
H 21.92316 -0.74433 13.37668 1.00 -0.06 -0.05
H 21.51365 0.82081 14.12762 0.28 0.21 -0.46
C 21.50983 -7.51877 12.36657 -1.69 -0.59 1.37
O 22.06050 -7.57752 11.09860 0.60 -0.76 -0.16
C 22.65229 -8.86927 10.75028 -0.84 0.69 0.78
C 21.71271 -10.05794 11.00278 -1.08 0.65 0.06
O 20.42427 -9.88709 10.38884 -0.88 0.92 -0.57
C 19.44390 -10.91877 10.60554 1.57 -2.07 0.22
C 18.67117 -10.87246 11.95550 1.35 0.12 -1.05
O 18.03126 -12.11312 12.31397 1.14 0.27 -1.27
C 16.99583 -11.93767 13.21650 -0.76 1.95 1.28
H 20.85208 -8.35794 12.59300 0.48 -0.90 0.01
H 20.69086 -6.82209 12.54554 0.43 1.30 -1.02
H 22.15378 -7.37362 13.23396 0.72 -0.12 -0.29
H 23.49590 -9.12444 11.39162 0.31 0.34 0.34
H 23.08907 -8.68609 9.76857 -0.59 -0.46 -0.21
H 21.48281 -10.08714 12.06786 0.63 -0.18 0.24
H 22.24420 -10.97828 10.76072 -0.22 -0.24 -0.44
H 20.12276 -11.76879 10.53683 -0.72 -1.00 0.42
H 18.71428 -11.07960 9.81189 0.32 0.86 -0.48
H 18.03273 -10.00909 11.76819 -0.81 -0.13 0.74
H 19.48174 -10.57156 12.61923 -0.47 -0.13 1.00
H 16.54011 -12.75281 13.77861 0.73 -0.93 -0.86
H 16.16632 -11.39685 12.76095 -0.27 0.06 -0.27
H 17.34742 -11.28848 14.01839 0.05 0.29 0.31
C 27.68736 -1.74471 6.62419 0.62 1.00 0.34
O 27.07658 -0.81170 7.51399 0.15 -0.58 -0.40
C 25.72377 -0.59803 7.27606 -1.16 0.81 1.72
C 24.80583 -1.71375 7.86601 1.21 0.25 -1.36
O 24.62161 -1.58204 9.25671 0.47 -0.91 0.76
C 23.75524 -2.62479 9.91711 0.30 2.76 -0.51
C 23.90321 -2.56524 11.50630 -0.07 -1.70 -2.32
O 23.18117 -3.74997 11.95429 0.41 1.51 -0.49
C 23.37582 -4.03707 13.33625 -0.58 -0.35 -1.41
H 27.72759 -1.35523 5.60694 -0.14 0.19 -0.19
H 27.24218 -2.73803 6.56741 -0.09 -0.06 0.43
H 28.70807 -1.75109 7.00656 0.02 -0.62 -0.25
H 25.51503 -0.25025 6.26434 -0.08 -0.96 -0.61
H 25.43789 0.30739 7.81141 0.25 0.16 0.50
H 25.36147 -2.61237 7.59799 -0.29 -0.64 0.31
H 23.92329 -1.68748 7.22685 -0.76 -0.14 0.49
H 23.86139 -3.61787 9.48051 0.41 0.00 0.28
H 22.84562 -2.15700 9.54045 -1.00 -0.97 0.77
H 23.55984 -1.60464 11.89030 -0.37 -0.18 0.17
H 24.95922 -2.68133 11.75014 0.16 0.06 0.06
H 24.40593 -4.36066 13.48549 0.18 0.44 0.51
H 22.73188 -4.90669 13.46739 -0.07 0.15 0.49
H 23.00822 -3.17839 13.89807 0.41 -0.17 0.59
C 21.35023 -5.33792 9.22468 -0.95 -0.02 0.79
O 20.99365 -5.11519 7.86875 -1.05 -0.42 -0.70
C 19.61578 -5.39746 7.50546 0.67 0.31 2.75
C 19.38996 -5.41841 6.09021 -0.50 -0.53 -4.42
O 17.99911 -5.61882 5.77308 -0.54 0.45 1.98
C 17.70173 -5.68691 4.40992 1.22 -0.43 -0.37
C 16.24031 -5.67659 4.03932 0.21 -0.83 0.02
O 15.64772 -6.99758 3.99359 0.69 0.65 0.34
C 15.59901 -7.66028 5.27522 0.11 0.54 -0.75
H 20.66357 -5.97182 9.78571 -0.07 -1.02 -0.67
H 21.21976 -4.47985 9.88407 0.61 0.96 -0.50
H 22.35795 -5.74299 9.31697 -0.18 0.15 -0.22
H 18.94768 -4.66920 7.96521 -0.11 0.13 0.33
H 19.29527 -6.40626 7.76564 0.20 -0.13 1.01
H 19.87440 -6.30210 5.67486 0.63 0.00 -0.16
H 19.69825 -4.56927 5.48028 0.45 0.40 0.40
H 18.14612 -6.59617 4.00511 -0.02 -0.41 -0.21
H 18.24162 -4.89721 3.88744 -0.15 0.52 -0.10
H 16.26170 -5.28526 3.02221 -0.55 -0.25 -0.10
H 15.69542 -4.97304 4.66878 -0.27 -0.08 0.17
H 15.80460 -8.72578 5.17256 -0.28 -0.01 -0.42
H 14.58441 -7.49658 5.63837 0.12 -0.14 0.58
H 16.38974 -7.29376 5.92982 -0.30 0.27 0.23
C 17.25990 -2.91082 11.16256 1.49 0.65 0.54
O 17.80205 -2.79413 12.48988 0.74 -1.39 0.80
C 18.71809 -3.91838 12.87963 -0.93 0.63 -0.71
C 19.18492 -3.84248 14.34582 -1.87 1.06 -0.50
O 20.34487 -4.53793 14.54835 0.71 -1.31 -0.86
C 20.67556 -4.76487 15.88258 1.46 0.68 1.27
C 21.13086 -3.47503 16.55970 -0.09 1.13 -0.41
O 21.63717 -3.63049 17.84149 1.05 -1.39 0.15
C 20.63861 -3.83772 18.79056 -0.74 0.11 0.99
H 16.86745 -3.90372 10.94293 -0.01 -0.28 0.03
H 18.09704 -2.67292 10.50628 -0.10 -0.36 -0.53
H 16.50434 -2.14890 10.97096 -0.09 0.04 0.56
H 19.60678 -4.05510 12.26349 0.11 0.69 -0.43
H 18.11992 -4.80618 12.67442 -0.02 -0.49 0.29
H 18.38836 -4.27567 14.95075 -0.24 0.17 0.46
H 19.32284 -2.79412 14.61042 -0.29 0.23 0.01
H 21.58858 -5.35961 15.91053 -0.26 -0.46 -0.29
H 19.93795 -5.23892 16.53012 -0.54 -0.23 -0.53
H 20.34997 -2.71618 16.60929 -0.50 0.04 -0.14
H 21.92455 -3.02493 15.96341 0.16 -0.09 -0.11
H 21.00150 -4.15613 19.76781 0.81 0.89 0.06
H 19.97655 -4.69448 18.66509 -0.39 -0.03 -1.08
H 20.07738 -2.90367 18.81646 -0.52 -0.23 0.59
C 24.80055 -3.04298 30.44517 -0.75 -1.43 -0.12
O 24.45388 -4.02319 29.40006 0.86 1.20 1.27
C 24.21175 -3.41697 28.17419 -1.13 -2.12 -1.95
C 23.77727 -4.60973 27.13241 0.01 1.02 0.15
O 23.63530 -4.11166 25.77759 0.05 -0.07 2.22
C 22.58828 -4.68288 25.05729 1.29 0.80 -2.91
C 22.34774 -3.63130 23.91276 -1.34 0.18 0.03
O 23.37036 -3.04418 23.13303 0.38 0.49 1.56
C 23.93821 -3.83939 22.14194 -0.87 -1.05 0.65
H 25.29521 -3.65973 31.19552 0.08 0.33 0.05
H 23.89527 -2.62055 30.88120 -0.26 -0.13 -0.03
H 25.40885 -2.17903 30.17745 0.33 -0.37 -0.68
H 25.07822 -2.84744 27.83809 -0.07 0.05 -0.31
H 23.29876 -2.82318 28.21851 0.12 0.60 -0.03
H 22.80958 -5.00332 27.44348 -0.29 0.36 0.34
H 24.38303 -5.51589 27.12873 0.80 0.34 0.18
H 21.63372 -4.90368 25.53495 -0.01 0.47 0.55
H 22.90837 -5.61473 24.59114 0.21 -0.52 0.11
H 21.86778 -2.81094 24.44637 0.18 0.31 -0.15
H 21.60600 -3.97472 23.19167 -0.39 -0.53 0.09
H 23.14933 -4.12932 21.44789 0.04 0.55 -1.00
H 24.15888 -4.82490 22.55203 0.99 -0.11 0.20
H 24.80342 -3.30540 21.74903 -0.24 -0.36 -0.26
C 15.87588 -6.40225 13.90429 3.08 -1.40 -0.04
O 16.97417 -6.97765 13.94297 -2.89 1.43 -0.16
N 15.25499 -6.12515 12.66088 0.04 -0.52 0.58
C 14.03263 -5.42769 12.77010 -1.59 1.37 -0.08
C 15.77558 -6.57454 11.40534 1.41 0.39 -0.84
H 15.30089 -6.03147 14.76691 0.27 -0.15 -0.13
H 13.17272 -6.08181 12.91429 -0.09 -0.72 -0.61
H 13.83415 -4.72766 11.95852 0.19 -0.47 -0.41
H 13.88181 -4.82253 13.66404 1.02 0.00 0.37
H 15.86991 -5.72681 10.72670 -0.47 0.46 0.00
H 16.80555 -6.92919 11.44408 -0.13 -0.21 0.82
H 15.21900 -7.31501 10.83088 -0.73 -0.10 0.55
C 16.62666 -1.51381 17.83924 2.35 -2.25 2.99
O 17.47696 -2.31798 18.33578 -1.93 1.53 -1.89
N 15.86376 -0.75971 18.65079 -0.18 0.36 -0.72
C 14.85921 0.11052 18.06590 -0.32 -1.16 -0.71
C 15.74242 -0.89619 20.07942 0.81 -0.32 1.25
H 16.47713 -1.42306 16.75223 -0.04 0.31 0.21
H 14.41383 0.68791 18.87606 0.02 0.30 -0.59
H 14.13617 -0.56856 17.61407 -0.80 0.27 0.24
H 15.23370 0.64645 17.19375 0.23 0.61 0.51
H 15.74436 0.09436 20.53429 -0.04 0.04 -0.05
H 14.86620 -1.42693 20.45178 -0.58 0.07 -0.63
H 16.53465 -1.46034 20.57155 0.46 0.14 -0.66
C 26.31779 -6.99110 15.71964 1.08 0.37 1.72
O 26.58212 -5.98914 16.32930 0.59 1.36 -0.13
N 25.10520 -7.44603 15.52639 -1.94 -2.66 -0.99
C 25.02983 -8.89179 15.18889 -1.31 1.49 -0.78
C 23.79342 -6.84058 15.76332 0.88 0.59 -0.74
H 27.06226 -7.74921 15.43114 0.35 0.30 -0.23
H 24.59739 -9.44781 16.02071 0.40 -0.21 0.11
H 25.96811 -9.28276 14.79536 -0.15 0.03 0.34
H 24.28244 -8.87810 14.39559 0.01 -0.80 -0.31
H 23.11838 -7.65057 16.03959 -0.08 0.45 0.75
H 23.86137 -5.92817 16.35577 0.05 -0.60 0.91
H 23.37196 -6.41219 14.85395 0.16 -0.37 -0.58
C 20.45757 -6.33268 21.92629 -2.11 -0.86 1.55
O 19.78077 -5.32212 21.86798 1.33 1.03 -0.85
N 19.80534 -7.43581 22.40276 1.78 -1.66 -0.76
C 20.45238 -8.75743 22.47372 0.34 0.51 0.86
C 18.43133 -7.32782 22.74223 -1.44 -0.19 -1.48
H 21.53670 -6.51065 21.79973 -0.04 0.49 -0.47
H 20.02766 -9.60069 21.92909 -0.67 0.45 -0.35
H 20.45157 -9.04740 23.52445 0.23 -0.23 0.04
H 21.48327 -8.69903 22.12450 0.05 0.26 0.15
H 17.92861 -6.81352 21.92316 0.03 0.81 0.14
H 17.92983 -8.28156 22.57798 0.29 -0.43 1.00
H 18.18958 -6.81581 23.67363 0.20 -0.26 0.08
C 13.90111 0.74284 10.83664 3.27 -3.27 2.93
O 14.85823 0.02079 11.26229 -1.78 1.79 -1.09
N 13.72657 1.10070 9.59331 -2.43 -0.16 -1.51
C 14.57562 0.88069 8.47984 1.72 -0.02 -0.81
C 12.35308 1.40636 9.16793 0.05 0.68 0.28
H 13.16286 1.02528 11.60307 -0.31 0.32 -0.66
H 14.75843 1.81389 7.94710 0.11 0.41 0.25
H 14.14693 0.27672 7.68012 -0.27 -0.58 0.42
H 15.54509 0.48289 8.77983 -0.16 -0.05 0.12
H 11.57457 0.89279 9.73208 0.27 0.36 0.68
H 12.32398 2.49365 9.23894 -1.04 -0.03 -0.42
H 12.13854 1.01974 8.17163 0.54 0.44 -0.21
```
Forces are in eV/Å.

Properties
HOMO (spin up / spin down) (eV): -9.807 / -9.807
<S²>: 0.775
Net charge: +1
Frontier orbital gap (spin up / spin down) (eV): 6.0 / 1.3
Lowest unoccupied orbital energy (spin up / spin down) (eV): -3.79 / -8.46
Multiplicity: 2

Löwdin population analysis, charges in e, atoms 1 to 6:
1. C -0.11
2. O -0.14
3. C -0.21
4. C -0.17
5. O -0.13
6. C -0.13